# C8H20N3

A 2-piece molecular cluster, C8H20N3 overall in a non-equilibrium geometry (wB97M-V/def2-TZVPD, OMol25).

Each line ends with the Mulliken spin population.
CARTESIAN COORDINATES (ANGSTROEM)
N -1.08199 -1.72086 -1.02865  0.217
N 1.75144 -1.80116 -1.25609  0.005
N 0.92276 0.53951 0.70836  0.055
C -3.28015 -0.77350 -0.69186  0.016
C -1.02319 1.09038 1.94231  -0.022
C -1.78722 -0.71118 -0.54698  1.524
C 2.57913 -0.59468 -0.83709  -0.002
C 1.89926 0.64788 -0.31754  0.005
C -0.22185 1.18889 0.69559  0.066
C 1.18850 -0.31823 1.82083  -0.006
C -0.54753 2.37012 -0.25821  0.026
H 3.19575 -0.37374 -1.74561  0.000
H -3.74254 0.12407 -0.38861  0.007
H 2.16671 -0.75898 1.50626  0.003
H 1.35396 0.29122 2.78197  0.002
H -1.40475 -2.57888 -1.42783  0.034
H 2.73058 1.26969 -0.09048  0.000
H -3.50564 -0.92658 -1.78558  0.043
H 0.23956 -0.91932 2.08113  0.010
H 1.99268 -1.93400 -2.20169  0.001
H 0.50047 2.90923 -0.27730  0.000
H -3.60979 -1.75151 -0.29745  0.046
H -0.05662 -1.70180 -1.13778  -0.037
H -1.00456 0.17432 2.42687  0.004
H 1.47236 1.16948 -1.12970  0.005
H 3.22873 -0.91961 -0.05675  0.000
H 1.93103 -2.66608 -0.72801  0.000
H -1.98568 1.41342 1.75111  -0.009
H -1.38131 2.96151 0.07852  -0.003
H -0.59669 2.00761 -1.26684  0.003
H -0.39847 1.73434 2.66137  0.007

Forces on atoms 1 to 6 (eV/Å):
3.12 -0.98 -0.43
0.26 1.31 1.47
-2.16 0.82 -0.01
1.28 -0.98 -1.64
2.62 1.79 0.04
-2.14 0.12 -0.20

Summary:
DFT total energy = -13078.7346 eV
Kohn-Sham gap (spin up / spin down) = 5.3 / 9.0 eV
LUMO (spin up / spin down) = -3.33 / -4.41 eV
E_HOMO (spin up / spin down) = -8.580 / -13.423 eV
Energy relative to the best compared isomer or geometry (same formula, charge and spin) = 2.8 kJ/mol
Multiplicity = 3
Charge = +1